Entry 1:
113
Properties=species:S:1:pos:R:3:forces:R:3:mulliken_charge:R:1 method="wB97M-V/def2-TZVPD" charge=+3 orbital_gap_ev=4.63 homo_energy_ha=-0.549 lumo_ev=-10.302
Tc 1.46197 -0.76842 1.67054 -0.5 1.4 0.9 -0.20
C -4.53939 -3.78510 -0.26881 0.0 0.0 0.1 -1.88
C -3.34520 -2.85775 -0.03888 0.1 0.0 0.0 1.95
C -3.80386 -1.62916 0.75712 -0.1 -0.1 -0.1 -1.93
C -2.90933 -0.89430 1.39809 0.1 0.2 0.0 -1.16
C -1.45224 -1.19522 1.06405 0.1 0.2 0.0 0.36
N -0.52685 -0.51651 1.92626 -0.3 -0.8 0.0 0.93
C -0.03758 0.73069 2.01752 0.3 0.2 0.0 1.64
C -0.50328 1.91409 1.27317 -0.1 -0.3 0.1 -0.69
C 0.24698 2.93544 0.88320 0.2 0.3 -0.1 -1.44
C 1.72145 3.08532 1.06403 0.0 0.0 0.0 1.04
C 2.29766 4.09874 0.08493 0.0 0.0 0.2 -1.30
C 2.21736 1.74830 2.83716 -0.2 0.1 -0.3 0.42
C 1.01163 0.87345 3.04060 0.1 -0.4 -0.1 -2.42
C 1.03490 -0.03667 4.26470 0.0 0.0 0.0 2.40
O 1.45044 -1.21255 3.68225 -0.2 -0.1 -0.2 -0.83
C 2.12502 0.40345 5.32853 0.2 -0.1 0.1 0.12
F 1.95200 -0.15277 6.51332 0.0 0.2 -0.2 -0.26
F 2.15332 1.76675 5.49839 -0.1 -0.4 0.0 -0.20
F 3.35116 0.05009 4.89514 -0.2 0.2 0.1 -0.23
C -0.33667 -0.02385 5.06646 0.0 -0.1 0.2 0.20
F -0.39696 1.15961 5.74219 0.0 -0.4 -0.3 -0.29
F -0.40450 -1.02056 5.93442 0.1 0.3 -0.1 -0.26
F -1.45638 -0.06363 4.31925 0.4 0.2 0.1 -0.17
C -1.27927 -2.76058 1.25817 0.3 0.2 -0.1 -2.40
C -2.26705 -3.51256 0.79782 -0.3 0.0 -0.2 -1.14
C -0.01736 -3.39625 1.87108 0.1 0.2 -0.1 2.19
O 1.14787 -2.65294 1.61883 -0.7 -0.4 0.0 -1.17
C -0.29193 -3.61703 3.40393 0.1 -0.1 0.1 0.60
F -1.12700 -4.66208 3.57283 0.2 0.3 -0.1 -0.26
F 0.82710 -3.86175 4.06582 -0.2 0.0 0.0 -0.24
F -0.91366 -2.55160 3.92412 0.1 -0.4 -0.2 -0.23
C 0.33032 -4.80138 1.23855 0.3 0.0 -0.3 0.04
F -0.54973 -5.77810 1.42707 0.0 0.2 0.0 -0.22
F 1.50644 -5.21639 1.68654 -0.2 0.1 -0.1 -0.23
F 0.44387 -4.67098 -0.13062 0.0 0.2 0.4 -0.13
H -5.31482 -3.29787 -0.86590 0.1 0.0 0.0 0.43
H -4.98428 -4.05490 0.69271 0.0 0.0 -0.1 0.48
H -4.23636 -4.71221 -0.76567 0.0 0.1 0.0 0.39
H -4.87260 -1.47644 0.88642 0.1 0.0 0.0 0.55
H -3.15447 -0.10383 2.10610 0.1 -0.2 -0.1 0.65
H -1.58215 1.97538 1.13264 0.1 0.0 0.0 0.70
H -0.23710 3.79882 0.42647 0.1 -0.1 0.0 0.55
H 2.03314 3.81605 -0.93808 0.0 0.0 0.1 0.40
H 3.38278 4.16220 0.15090 0.0 0.0 0.0 0.46
H 1.88015 5.09345 0.28322 0.0 -0.1 0.0 0.39
H 3.00629 1.49972 3.52122 0.1 0.0 0.0 1.63
H -2.29087 -4.58939 0.91642 0.0 0.1 -0.1 0.74
N -4.56799 -3.11755 -3.64721 0.1 0.1 0.0 -0.04
C -4.56822 -1.85671 -3.18063 -0.2 0.1 0.0 -0.35
S -5.69758 -0.75100 -3.63972 0.2 -0.1 0.0 -0.29
C -3.46575 -1.50881 -2.21755 0.0 -0.5 0.1 0.13
C -3.18392 -0.23810 -1.97457 0.2 0.5 0.0 -1.86
C -2.13038 0.18912 -0.99853 -0.1 -0.5 0.4 0.00
N -1.28621 -0.83569 -0.46564 -0.3 0.1 0.0 1.51
C -1.22279 -2.02253 -1.28913 -0.1 0.0 0.1 -0.87
C -2.65613 -2.54775 -1.46782 -0.2 0.0 -0.1 -0.46
H -5.31690 -3.39956 -4.26013 0.0 0.0 0.0 0.26
H -3.91611 -3.82459 -3.35617 -0.1 0.0 0.1 0.21
H -3.75612 0.53866 -2.47469 0.0 -0.1 0.0 0.50
H -2.61558 0.71402 -0.17905 0.0 0.1 0.0 1.41
H -0.71334 -2.74881 -0.69512 0.3 -0.3 0.2 0.01
H -2.61201 -3.50999 -1.98882 0.0 0.1 0.0 1.97
O 1.27973 -0.24833 -0.88011 0.1 -0.2 -0.1 0.25
P 0.85421 -0.35315 -2.29803 -0.2 0.0 -0.1 1.16
C -0.42204 0.85985 -2.78508 0.0 -0.1 0.2 0.22
C -0.59918 1.24282 -4.07890 0.0 0.1 -0.3 -0.33
C -1.54656 2.24772 -4.38345 0.1 -0.1 -0.1 -0.70
C -2.28639 2.89239 -3.39281 -0.1 0.1 -0.2 -1.16
C -2.13492 2.48302 -2.09857 -0.1 0.0 0.3 -0.14
C -1.24702 1.40384 -1.72909 0.2 0.3 -0.3 0.36
C 2.20031 -0.14576 -3.44103 0.0 0.0 0.0 1.23
C 3.25271 0.61769 -2.92002 0.1 -0.1 0.0 -1.27
C 4.31398 0.97271 -3.73759 0.0 0.0 0.0 -0.76
C 4.33485 0.56957 -5.06539 0.0 0.0 0.0 -0.73
C 3.29423 -0.19334 -5.58379 -0.1 0.0 0.0 -1.01
C 2.22223 -0.54713 -4.78049 0.0 0.1 0.0 -0.47
C -0.26175 -2.03487 -2.57492 0.4 0.3 0.0 1.08
C 0.90128 -2.89604 -2.40173 -0.2 -0.2 0.0 -0.14
C 1.38371 -3.69671 -3.40920 0.0 -0.1 0.0 -1.30
C 0.69684 -3.74830 -4.61930 0.0 0.0 0.0 -0.72
C -0.42325 -2.92625 -4.86243 0.0 -0.1 -0.2 -1.33
C -0.87448 -2.08363 -3.89172 -0.2 0.1 0.2 -0.06
H 0.00081 0.81665 -4.87516 -0.1 0.1 0.0 0.56
H -1.68658 2.54495 -5.41989 0.0 -0.1 0.1 0.52
H -2.97231 3.68920 -3.65680 0.0 -0.1 0.0 0.54
H -2.72988 2.94229 -1.30893 0.1 0.0 -0.1 0.55
H -0.60522 1.71136 -0.89044 -0.1 -0.2 0.1 -1.27
H 3.25398 0.90043 -1.87382 0.0 0.0 -0.1 0.54
H 5.13237 1.55554 -3.33482 0.0 0.0 0.0 0.49
H 5.16954 0.84381 -5.69964 -0.1 0.0 0.0 0.43
H 3.31926 -0.51637 -6.61663 0.0 0.0 0.0 0.48
H 1.41653 -1.13028 -5.20066 0.0 0.0 0.0 0.47
H 1.39096 -2.89346 -1.43476 0.0 0.0 0.1 0.71
H 2.25262 -4.32167 -3.23853 -0.1 0.0 0.0 0.64
H 1.03338 -4.43250 -5.39453 0.0 0.1 0.1 0.48
H -0.93587 -2.97827 -5.81755 0.1 0.0 0.1 0.60
H -1.76192 -1.48615 -4.07437 0.1 0.0 0.0 0.59
O 3.37232 7.10274 6.07528 -0.1 0.0 -0.1 -0.41
C 2.69790 6.91039 4.95976 0.0 -0.2 0.2 0.12
O 2.20523 7.77549 4.30291 -0.1 0.2 -0.1 -0.41
C 2.52304 5.55750 4.32134 0.2 -0.1 0.0 0.46
C 1.22746 4.99881 4.25388 -0.1 0.2 0.2 -1.16
C 1.00409 3.94211 3.44573 -0.1 -0.2 -0.2 -0.29
C 2.05717 3.32683 2.63035 0.0 0.0 -0.1 1.98
S 2.71181 1.44936 1.11679 0.0 0.1 0.0 -0.66
C 3.39130 3.91437 2.82066 0.0 -0.1 -0.1 -0.71
C 3.61301 4.97388 3.63402 0.0 0.1 0.1 -0.92
H 3.66868 6.29518 6.51719 0.0 -0.1 0.0 0.40
H 0.42284 5.43044 4.83795 0.1 0.0 -0.1 0.60
H 0.00714 3.51394 3.39583 0.1 0.0 0.0 0.26
H 4.22812 3.44984 2.30577 -0.1 0.0 0.0 0.62
H 4.61180 5.37796 3.75326 -0.1 0.0 0.0 0.57

***

Entry 2:
101
Properties=species:S:1:pos:R:3:forces:R:3:lowdin_spin:R:1 method="wB97M-V/def2-TZVPD" spin_multiplicity=3 charge=0 orbital_gap_ev="6.67 / 6.62" homo_energy_ha="-0.307 / -0.308" s_squared=2.021 lumo_ev="-1.682 / -1.759"
Mo -11.59456 -19.20563 -8.31405 -1.5 -0.4 -0.6 1.70
N -18.45159 -26.35440 -6.47423 -0.4 -0.8 0.1 0.00
C -17.61835 -25.57211 -6.45537 -0.2 1.2 0.0 0.00
C -16.73847 -24.43164 -6.54947 0.3 -1.0 -0.4 0.00
C -16.53072 -23.91180 -7.84453 -0.2 -0.1 1.3 0.00
C -15.56470 -22.93883 -7.96968 0.0 0.5 -1.6 0.00
C -14.83106 -22.53072 -6.86592 1.4 1.0 0.1 0.00
C -15.09351 -22.99561 -5.61264 -0.8 -1.3 1.8 0.00
C -16.04118 -24.00357 -5.42799 -0.3 0.7 -1.6 0.00
C -13.72353 -21.49663 -7.01539 -0.4 -0.9 -0.8 0.00
C -12.45424 -22.01884 -7.43458 -0.2 0.6 1.0 0.01
C -11.96734 -23.30859 -7.20703 -0.8 -1.6 0.1 0.02
C -10.63261 -23.34850 -7.55146 0.2 -1.1 0.4 0.01
C -10.28613 -22.06571 -7.91792 -0.7 -0.1 -0.2 0.02
N -11.36298 -21.26628 -7.82253 0.4 1.8 -0.7 0.01
C -14.15316 -20.20649 -6.77308 -0.2 1.2 -0.2 0.00
C -15.37538 -19.79705 -6.11086 0.7 0.9 -0.3 0.01
C -15.24854 -18.41349 -5.90667 -0.7 -1.2 -0.1 0.00
C -14.02603 -18.01751 -6.47499 0.1 -0.4 -0.7 0.01
N -13.40961 -19.03619 -7.05555 0.6 -1.1 0.9 0.00
H -17.19423 -24.27552 -8.61968 0.4 0.2 -0.2 0.00
H -15.40507 -22.43974 -8.95182 0.0 -0.4 0.8 0.00
H -14.64336 -22.66163 -4.68238 0.5 0.4 -0.5 0.00
H -16.33606 -24.38732 -4.48489 0.2 -0.3 0.8 0.00
H -12.50893 -24.16261 -6.80618 -0.1 0.3 -0.2 0.00
H -9.98392 -24.22934 -7.52678 -0.3 0.5 0.0 0.00
H -9.33267 -21.80809 -8.31737 0.3 0.8 -0.1 0.00
H -16.21261 -20.45948 -5.87994 0.4 0.4 0.1 0.00
H -15.98291 -17.73961 -5.49718 0.0 -0.1 0.2 0.00
H -13.59705 -17.02748 -6.56394 -0.2 0.0 0.2 0.00
O -14.75203 -20.28401 -10.31585 -0.1 -0.4 -0.2 0.01
C -13.56734 -20.50684 -10.38112 0.2 0.2 0.5 0.01
O -12.71042 -19.62947 -9.84688 0.5 -0.2 0.0 0.02
C -12.92204 -21.76180 -10.94432 -0.2 1.0 0.0 0.00
C -11.67815 -21.55015 -11.77530 1.1 0.1 -0.3 0.00
Ge -11.95645 -21.47322 -13.71656 -0.5 0.5 0.8 0.00
C -12.70059 -19.64807 -13.89540 1.3 -0.2 -1.3 0.00
C -13.97808 -19.38212 -13.49328 -0.5 0.1 0.5 0.00
C -14.39847 -18.07206 -13.27264 -0.5 -1.3 -0.5 0.00
C -13.59751 -17.02415 -13.60279 0.0 0.7 0.4 0.00
C -12.31250 -17.26922 -14.07484 0.0 0.6 -1.0 0.00
C -11.88187 -18.54976 -14.28861 -0.6 -1.1 1.6 0.00
C -13.22272 -22.88509 -14.20234 0.5 1.2 -0.3 0.00
C -13.05943 -24.19264 -13.83368 1.0 -0.5 0.3 0.00
C -13.79589 -25.19008 -14.39761 -1.2 -0.4 -0.4 0.00
C -14.80527 -24.85090 -15.29609 0.4 -0.6 0.6 0.00
C -15.06995 -23.53521 -15.58459 -0.3 -0.5 -1.2 0.00
C -14.22453 -22.59116 -15.10362 0.0 2.9 0.3 0.00
C -10.25667 -21.60104 -14.62512 -0.1 0.4 1.3 0.00
C -10.16272 -21.19467 -15.93582 0.5 -1.5 -0.8 0.00
C -8.97465 -21.45687 -16.59216 1.9 0.2 -0.7 0.00
C -7.78394 -21.87398 -15.92128 -2.6 1.0 1.0 0.00
C -7.84587 -21.98636 -14.54314 -1.7 -0.3 0.1 0.00
C -9.12785 -21.93754 -13.89981 1.3 -0.1 -0.3 0.00
H -13.70316 -22.26722 -11.49421 -0.2 -0.5 0.1 0.00
H -12.56616 -22.29444 -10.07575 -0.5 -0.6 0.5 0.00
H -10.96640 -22.33668 -11.54723 0.0 -0.6 -0.1 0.00
H -11.08559 -20.69770 -11.42826 -0.4 0.2 -0.2 0.00
H -14.69069 -20.17321 -13.30075 0.1 -0.2 0.2 0.00
H -15.40889 -17.97434 -12.93239 -0.4 0.5 0.2 0.00
H -14.02464 -16.04584 -13.45487 0.4 0.4 -0.1 0.00
H -11.64099 -16.49437 -14.43094 -0.3 0.3 0.3 0.00
H -10.85716 -18.67662 -14.55739 0.5 -0.4 -0.5 0.00
H -12.25735 -24.50509 -13.20480 0.5 0.1 0.7 0.00
H -13.64335 -26.22717 -14.12200 0.1 0.1 -0.1 0.00
H -15.31630 -25.65564 -15.75615 -0.8 -0.5 -0.4 0.00
H -15.81247 -23.24241 -16.31061 -0.3 -0.2 0.0 0.00
H -14.37507 -21.51260 -15.38610 0.1 -1.2 0.1 0.00
H -11.08692 -20.97260 -16.43581 0.0 0.5 -0.6 0.00
H -8.80765 -21.27143 -17.65272 -0.6 0.0 0.1 0.00
H -6.86534 -22.00890 -16.42017 0.8 -0.1 -0.7 0.00
H -6.94241 -22.17294 -14.01370 0.4 -0.3 0.6 0.00
H -9.26442 -22.17612 -12.84070 0.5 0.1 -0.3 0.00
N -13.53227 -12.64749 -11.63180 0.0 -2.3 1.7 0.00
C -13.41529 -13.59075 -10.94540 0.0 2.3 -1.4 0.00
C -13.06573 -14.74623 -10.16076 -1.5 -1.7 -0.7 0.01
C -13.99233 -15.80675 -9.90263 -0.5 2.1 -0.9 0.00
C -13.54521 -16.96266 -9.35268 -1.0 -1.1 0.2 0.01
N -12.30760 -17.16287 -8.95854 2.9 1.0 0.0 0.00
C -11.39259 -16.17932 -9.20471 -1.2 -0.8 0.3 0.01
C -11.75659 -15.02197 -9.88185 1.6 -0.2 1.1 0.00
H -15.05753 -15.73921 -10.18229 0.8 0.1 0.2 0.00
H -14.20631 -17.81361 -9.21350 -0.1 0.2 -0.1 0.00
H -10.37273 -16.33014 -8.84085 -0.4 -0.1 -0.3 0.00
H -10.91822 -14.37715 -10.06845 -0.2 0.6 -0.3 0.00
N -10.69579 -18.59025 -6.61153 0.4 0.6 1.2 0.02
C -10.60629 -18.47599 -5.43215 -0.5 -0.8 -3.3 0.03
N -10.45056 -18.43007 -4.22311 -0.6 0.3 3.1 0.03
C -11.50148 -18.47716 -3.37100 1.0 0.3 -0.4 0.00
N -12.32883 -18.46171 -2.56680 0.0 -0.1 -0.1 0.01
C -7.36846 -19.31348 -10.91842 -2.6 0.9 2.9 0.03
C -7.29602 -19.38669 -9.51924 -0.5 -0.2 0.1 -0.01
C -8.44944 -19.28190 -8.68734 2.6 -0.6 0.0 0.03
C -9.70870 -19.05762 -9.18464 0.0 0.5 -1.6 -0.01
C -9.75222 -18.83609 -10.58935 1.9 0.2 -1.0 0.03
C -8.60466 -18.96758 -11.44424 -0.9 -0.4 -0.5 -0.01
H -6.48305 -19.31731 -11.42305 2.0 -0.3 -1.8 0.00
H -6.29231 -19.54527 -9.11234 -0.5 0.0 0.3 0.00
H -8.25231 -19.42498 -7.62652 -0.3 0.1 0.0 0.00
H -10.60831 -18.43705 -11.09374 -0.8 -0.2 0.0 0.00
H -8.67212 -18.88774 -12.56559 -0.3 0.2 1.3 0.00